[1]
{
  "formula": "C33H44IN7O4STi",
  "method": "ωB97M-V/def2-TZVPD",
  "total_charge": 1,
  "multiplicity": 2,
  "lumo_energy_ev": [-3.02, -2.97],
  "relative_energy_kcal_mol": 30.1,
  "species": ["Ti", "C", "C", "N", "C", "C", "N", "C", "C", "C", "N", "C", "C", "N", "C", "H", "H", "H", "H", "H", "H", "H", "H", "H", "H", "H", "H", "H", "H", "H", "H", "H", "H", "H", "H", "H", "H", "H", "H", "C", "C", "C", "C", "C", "C", "C", "S", "O", "O", "N", "C", "C", "C", "C", "C", "C", "C", "C", "N", "C", "H", "H", "H", "H", "H", "H", "H", "H", "H", "H", "H", "H", "H", "I", "C", "C", "C", "C", "C", "N", "H", "H", "H", "H", "C", "O", "C", "O", "H", "H", "H"],
  "coordinates": [[-0.381, -0.725, -0.782], [-0.109, -4.072, 0.802], [1.143, -3.554, 0.107], [0.882, -2.648, -1.037], [0.610, -3.373, -2.291], [-0.877, -3.580, -2.530], [-1.595, -2.310, -2.452], [-3.008, -2.529, -2.817], [-3.763, -1.256, -3.193], [-4.066, -0.284, -2.030], [-3.263, -0.547, -0.833], [-3.884, -1.527, 0.055], [-2.875, -2.537, 0.595], [-1.531, -1.984, 0.812], [-0.774, -2.975, 1.621], [0.205, -4.856, 1.493], [-0.805, -4.523, 0.096], [1.758, -4.395, -0.232], [1.715, -2.997, 0.846], [1.761, -2.155, -1.171], [1.111, -4.345, -2.291], [1.005, -2.791, -3.126], [-1.309, -4.257, -1.791], [-0.997, -4.059, -3.512], [-1.230, -1.678, -3.164], [-3.507, -3.046, -1.997], [-3.051, -3.193, -3.690], [-4.705, -1.560, -3.652], [-3.186, -0.732, -3.952], [-5.134, -0.331, -1.791], [-3.861, 0.731, -2.366], [-3.122, 0.319, -0.322], [-4.660, -2.074, -0.482], [-4.377, -1.032, 0.893], [-2.776, -3.382, -0.088], [-3.277, -2.925, 1.538], [-1.625, -1.169, 1.426], [-1.454, -3.430, 2.349], [-0.008, -2.467, 2.189], [3.921, 3.960, 5.560], [3.218, 2.952, 4.699], [3.270, 1.593, 4.986], [2.647, 0.667, 4.164], [1.962, 1.105, 3.041], [1.871, 2.456, 2.751], [2.496, 3.368, 3.579], [1.178, -0.185, 2.079], [1.956, -1.386, 2.294], [-0.179, -0.247, 2.557], [1.078, 0.087, 0.454], [2.284, 0.417, -0.185], [3.462, 0.801, 0.441], [4.581, 1.224, -0.287], [4.568, 1.240, -1.651], [3.434, 0.769, -2.336], [3.399, 0.661, -3.738], [2.285, 0.130, -4.328], [1.216, -0.284, -3.536], [1.176, -0.169, -2.214], [2.288, 0.353, -1.607], [4.428, 3.485, 6.396], [3.206, 4.685, 5.952], [4.661, 4.510, 4.978], [3.808, 1.246, 5.858], [2.703, -0.394, 4.363], [1.342, 2.784, 1.870], [2.431, 4.425, 3.349], [3.538, 0.768, 1.511], [5.462, 1.547, 0.251], [5.423, 1.580, -2.219], [4.259, 0.968, -4.319], [2.220, 0.015, -5.400], [0.335, -0.671, -4.022], [-3.281, 0.459, 3.236], [-2.249, 2.005, 2.253], [-2.455, 3.289, 2.735], [-1.786, 4.327, 2.111], [-0.895, 4.023, 1.096], [-0.746, 2.701, 0.715], [-1.456, 1.694, 1.237], [-3.123, 3.468, 3.565], [-1.949, 5.350, 2.422], [-0.321, 4.798, 0.609], [-0.031, 2.428, -0.044], [-2.016, 2.878, -2.692], [-1.588, 1.949, -1.682], [-1.251, 0.689, -2.050], [-1.396, 0.386, -3.228], [-1.558, 3.837, -2.462], [-3.101, 2.974, -2.670], [-1.701, 2.529, -3.672]],
  "lowdin_spin": [0.965, 0.000, 0.000, -0.003, 0.001, 0.000, 0.002, 0.000, 0.000, 0.000, -0.001, 0.000, 0.001, 0.006, 0.001, 0.000, 0.000, 0.000, 0.000, 0.000, 0.000, 0.000, 0.000, 0.000, 0.002, 0.000, 0.000, 0.000, 0.000, 0.000, 0.000, 0.000, 0.000, 0.000, 0.000, 0.000, 0.003, 0.000, 0.000, 0.000, 0.000, 0.000, 0.000, 0.001, 0.000, 0.000, 0.004, 0.001, 0.003, 0.008, 0.004, 0.000, 0.000, 0.000, 0.000, 0.002, 0.000, 0.003, 0.005, 0.003, 0.000, 0.000, 0.000, 0.000, 0.000, 0.000, 0.000, 0.000, 0.000, 0.000, 0.000, 0.000, 0.000, 0.000, 0.000, 0.000, 0.000, 0.000, 0.000, 0.003, 0.000, 0.000, 0.000, 0.000, -0.001, -0.003, -0.013, 0.005, 0.000, 0.000, 0.000]
}

=====

[2]
{
  "formula": "C3H4O3",
  "method": "ωB97M-V/def2-TZVPD",
  "total_charge": 0,
  "multiplicity": 1,
  "lumo_energy_ev": -0.07,
  "relative_energy_kcal_mol": 99.2,
  "species": ["O", "C", "C", "O", "C", "O", "H", "H", "H", "H"],
  "coordinates": [[-1.031, 0.140, -2.139], [-0.522, 0.485, -1.129], [-0.466, 0.454, 0.327], [-1.585, -0.132, 1.012], [0.689, -0.331, -0.108], [1.979, 0.210, 0.073], [-0.204, 1.451, 0.684], [-1.725, -1.036, 0.682], [0.618, -1.370, -0.401], [2.249, 0.129, 1.000]],
  "mulliken_charge": [-0.443, 0.431, -0.063, -0.530, -0.277, -0.493, 0.353, 0.340, 0.369, 0.312]
}

=====

[3]
{
  "formula": "C8H28O6",
  "method": "ωB97M-V/def2-TZVPD",
  "total_charge": 0,
  "multiplicity": 1,
  "lumo_energy_ev": 0.13,
  "relative_energy_kcal_mol": 210.3,
  "species": ["O", "H", "H", "O", "H", "H", "C", "C", "O", "H", "H", "H", "H", "H", "H", "C", "C", "O", "H", "H", "H", "H", "H", "H", "C", "C", "O", "H", "H", "H", "H", "H", "H", "C", "C", "O", "H", "H", "H", "H", "H", "H"],
  "coordinates": [[4.148, 0.998, 0.372], [3.888, 1.884, 0.121], [3.589, 0.786, 1.120], [2.686, -0.040, 1.822], [3.469, -0.222, 2.342], [2.428, -0.891, 1.469], [-1.378, -0.186, -4.365], [-0.859, 0.858, -3.274], [-0.825, 2.192, -3.869], [-0.924, 0.111, -5.311], [-2.452, -0.011, -4.414], [-1.224, -1.243, -4.147], [0.115, 0.500, -2.940], [-1.501, 0.936, -2.397], [-0.914, 2.820, -3.148], [0.514, 0.219, -1.011], [0.884, -0.165, 0.397], [1.128, 0.974, 1.077], [0.690, -0.713, -1.549], [1.223, 0.917, -1.455], [-0.504, 0.517, -1.262], [1.849, -0.672, 0.432], [0.085, -0.793, 0.792], [1.837, 0.892, 1.719], [-0.364, -3.362, 1.237], [-0.453, -2.872, 2.689], [0.740, -2.538, 3.363], [0.008, -2.627, 0.523], [-1.392, -3.536, 0.922], [0.245, -4.244, 1.035], [-1.077, -3.648, 3.132], [-0.966, -1.926, 2.860], [0.430, -2.352, 4.252], [-2.508, 2.519, 1.159], [-1.492, 1.420, 0.655], [-0.284, 2.075, 0.414], [-2.694, 3.018, 0.208], [-2.030, 3.257, 1.804], [-3.345, 2.058, 1.682], [-1.809, 0.977, -0.289], [-1.386, 0.683, 1.451], [0.425, 1.429, 0.382]],
  "mulliken_charge": [-0.688, 0.299, 0.370, -0.642, 0.407, 0.320, -1.211, 0.845, -0.588, 0.346, 0.301, 0.337, 0.093, -0.169, 0.318, -0.937, 0.286, -0.330, 0.575, 0.432, -0.252, 0.167, -0.769, 0.576, -0.860, -0.253, -0.528, 0.167, 0.330, 0.356, 0.387, 0.259, 0.322, -1.380, 0.243, -0.722, 0.275, 0.318, 0.368, 0.041, -0.082, 0.673]
}

=====

[4]
{
  "formula": "C19H24F6I2MgNO7",
  "method": "ωB97M-V/def2-TZVPD",
  "total_charge": -1,
  "multiplicity": 1,
  "lumo_energy_ev": 2.23,
  "relative_energy_kcal_mol": 63.0,
  "species": ["Mg", "O", "C", "O", "C", "C", "C", "C", "O", "C", "O", "C", "C", "H", "H", "H", "H", "H", "C", "N", "C", "C", "O", "H", "H", "H", "H", "H", "H", "H", "C", "C", "O", "C", "F", "F", "F", "C", "F", "F", "F", "H", "H", "H", "C", "C", "C", "C", "O", "H", "H", "H", "H", "H", "H", "H", "H", "H", "I", "I"],
  "coordinates": [[0.022, 0.027, -0.781], [2.060, -2.794, 0.146], [0.918, -2.374, 0.069], [0.448, -1.788, -0.963], [-0.019, -2.616, 1.217], [-0.723, -1.566, 1.780], [-1.515, -1.742, 2.910], [-1.586, -3.011, 3.426], [-2.287, -3.460, 4.524], [-1.993, -4.833, 4.627], [-1.147, -5.225, 3.571], [-0.887, -4.074, 2.854], [-0.077, -3.903, 1.761], [-0.633, -0.585, 1.352], [-2.041, -0.912, 3.354], [-2.929, -5.414, 4.589], [-1.490, -5.030, 5.591], [0.496, -4.716, 1.343], [2.419, 2.567, -3.309], [1.317, 3.395, -2.858], [1.346, 4.788, -3.211], [0.338, 2.850, -2.145], [0.263, 1.667, -1.860], [3.304, 3.176, -3.463], [2.185, 2.050, -4.241], [2.630, 1.813, -2.552], [1.361, 4.901, -4.298], [2.244, 5.261, -2.803], [0.472, 5.304, -2.808], [-0.436, 3.574, -1.820], [-3.235, 1.433, -1.799], [-2.664, 0.076, -1.347], [-1.723, 0.176, -0.435], [-2.185, -0.675, -2.611], [-1.107, -0.103, -3.165], [-1.845, -1.948, -2.381], [-3.109, -0.706, -3.594], [-3.813, -0.776, -0.746], [-4.471, -0.111, 0.216], [-3.350, -1.896, -0.179], [-4.760, -1.162, -1.630], [-2.434, 1.986, -2.283], [-3.552, 1.979, -0.913], [-4.071, 1.311, -2.482], [1.251, 1.991, 2.095], [2.037, 0.888, 1.360], [2.450, -0.201, 2.376], [3.314, 1.506, 0.748], [1.273, 0.340, 0.375], [1.838, 2.417, 2.908], [0.329, 1.568, 2.494], [0.988, 2.775, 1.385], [3.155, 0.197, 3.103], [2.915, -1.035, 1.854], [1.569, -0.576, 2.897], [3.953, 1.913, 1.528], [3.037, 2.301, 0.056], [3.863, 0.745, 0.196], [2.078, -1.230, -2.074], [4.209, -0.514, -3.955]],
  "mulliken_charge": [0.265, -0.646, 0.331, -1.133, 1.144, -0.092, -1.536, 0.816, -0.520, -0.267, -0.519, 0.732, -1.145, 0.469, 0.472, 0.240, 0.242, 0.536, -0.769, 0.271, -0.977, 0.142, -0.972, 0.341, 0.326, -0.006, 0.359, 0.334, 0.288, 0.305, -1.982, 1.775, -0.744, 0.106, -0.159, -0.256, -0.325, 0.524, -0.309, -0.204, -0.296, 0.250, 0.433, 0.434, -1.593, 1.492, -1.421, -1.570, 1.069, 0.443, 0.257, 0.230, 0.514, 0.267, 0.192, 0.405, 0.218, 0.343, 0.412, -0.536]
}

=====

[5]
{
  "formula": "C3H9N3",
  "method": "ωB97M-V/def2-TZVPD",
  "total_charge": 0,
  "multiplicity": 1,
  "lumo_energy_ev": 0.97,
  "relative_energy_kcal_mol": 49.8,
  "species": ["C", "N", "C", "C", "N", "N", "H", "H", "H", "H", "H", "H", "H", "H", "H"],
  "coordinates": [[-0.406, -2.227, -0.782], [-0.938, -1.356, -0.013], [-0.485, 0.039, -0.021], [-0.378, 0.449, 1.456], [0.760, 0.292, -0.771], [1.269, 1.640, -0.612], [-0.761, -3.269, -0.738], [0.394, -2.033, -1.513], [-1.288, 0.633, -0.476], [-1.284, 0.162, 2.003], [0.470, -0.041, 1.946], [-0.265, 1.532, 1.569], [0.552, 0.126, -1.760], [0.529, 2.342, -0.531], [1.831, 1.713, 0.241]],
  "mulliken_charge": [-0.297, -0.438, 0.497, -1.294, -0.327, -0.689, 0.254, 0.242, 0.213, 0.366, 0.339, 0.340, 0.265, 0.254, 0.273]
}

=====

[6]
{
  "formula": "BrCa",
  "method": "ωB97M-V/def2-TZVPD",
  "total_charge": 0,
  "multiplicity": 2,
  "lumo_energy_ev": [-0.19, -0.84],
  "relative_energy_kcal_mol": 1.6,
  "species": ["Ca", "Br"],
  "coordinates": [[1.250, -0.068, -0.669], [-1.250, 0.068, 0.669]],
  "lowdin_spin": [0.875, 0.125]
}

=====

[7]
{
  "formula": "C6H14O2",
  "method": "ωB97M-V/def2-TZVPD",
  "total_charge": 0,
  "multiplicity": 1,
  "lumo_energy_ev": 0.42,
  "relative_energy_kcal_mol": 45.2,
  "species": ["C", "C", "C", "C", "C", "C", "H", "H", "H", "H", "H", "H", "H", "H", "H", "H", "O", "H", "H", "O", "H", "H"],
  "coordinates": [[-0.023, -0.518, 2.080], [0.529, -1.575, 1.489], [0.906, -1.624, 0.052], [0.592, -2.959, -0.584], [1.369, -0.575, -0.613], [1.629, -0.554, -2.094], [-0.116, 0.426, 1.557], [-0.125, -0.510, 3.164], [0.767, -2.428, 2.108], [-0.495, -3.006, -0.699], [0.753, -3.774, 0.151], [1.222, -3.296, -1.395], [1.500, 0.351, -0.072], [0.700, -0.389, -2.652], [2.029, -1.516, -2.408], [2.318, 0.232, -2.388], [-3.609, 2.517, 0.002], [-3.419, 2.832, -0.896], [-2.803, 2.827, 0.452], [-1.409, 4.180, 0.799], [-0.939, 4.825, 0.253], [-1.375, 4.536, 1.693]],
  "mulliken_charge": [-0.722, -0.462, 0.840, -1.261, -0.307, -1.175, 0.223, 0.260, 0.287, 0.295, 0.353, 0.385, 0.393, 0.242, 0.291, 0.359, -0.637, 0.289, 0.372, -0.637, 0.300, 0.312]
}

=====

[8]
{
  "formula": "C6H8",
  "method": "ωB97M-V/def2-TZVPD",
  "total_charge": 0,
  "multiplicity": 1,
  "lumo_energy_ev": 1.21,
  "relative_energy_kcal_mol": 54.9,
  "species": ["C", "C", "C", "C", "C", "C", "H", "H", "H", "H", "H", "H", "H", "H"],
  "coordinates": [[-1.307, 0.151, -0.447], [-0.180, 0.942, 0.429], [0.426, -0.158, 1.335], [0.918, -0.775, 0.034], [-0.205, -0.717, -0.942], [0.850, 0.541, -0.637], [-1.644, 0.894, -1.179], [-2.220, -0.359, -0.081], [-0.393, 1.961, 0.790], [1.278, 0.180, 1.932], [-0.281, -0.719, 1.956], [1.691, -1.519, -0.097], [-0.326, -1.516, -1.693], [1.393, 1.093, -1.400]],
  "mulliken_charge": [-0.645, -0.321, -0.611, -0.260, -0.353, -0.640, 0.298, 0.282, 0.420, 0.306, 0.292, 0.409, 0.390, 0.434]
}